Record 1
A molecular structure, C19H25N3OS2Ti. Source: the OMol25 dataset; level of theory: ωB97M-V/def2-TZVPD.

Positions of all 51 atoms, in Å:
Ti 1.2963 0.0128 0.3557
C 0.8264 2.6247 1.4569
C 1.6205 1.9852 2.5973
N 1.8576 0.5193 2.3892
C 3.2523 0.0780 2.6961
C 4.2683 0.5958 1.6819
S 3.8149 0.2322 -0.0591
C 3.7107 1.8859 -0.8211
C 2.7276 2.8376 -0.1535
N 1.3944 2.2172 0.1220
H 0.8426 3.7100 1.5623
H -0.2113 2.3044 1.4954
H 1.0876 2.1660 3.5289
H 2.5897 2.4702 2.6921
H 1.2326 0.0000 2.9967
H 3.2551 -1.0093 2.7055
H 3.5613 0.4210 3.6853
H 5.2301 0.1240 1.8733
H 4.4197 1.6709 1.7682
H 3.4340 1.6806 -1.8554
H 4.7081 2.3225 -0.8358
H 2.5989 3.7280 -0.7675
H 3.1412 3.1770 0.7938
H 0.7431 2.5305 -0.5914
O -0.7185 0.0558 0.4915
S -1.4080 0.1027 -0.9250
C -3.1275 0.2032 -0.6092
C -3.6679 -0.3170 0.5622
C -5.0380 -0.2207 0.7353
C -5.8293 0.3827 -0.2402
C -5.2630 0.9021 -1.3950
C -3.8900 0.8257 -1.5867
C -1.2783 -1.5228 -1.5817
C -1.4863 -2.6456 -0.7837
C -1.4617 -3.8883 -1.3866
C -1.2389 -4.0002 -2.7603
C -1.0306 -2.8726 -3.5381
C -1.0472 -1.6132 -2.9481
H -3.0421 -0.7672 1.3208
H -5.4946 -0.6145 1.6331
H -6.8981 0.4562 -0.0889
H -5.8849 1.3779 -2.1410
H -3.4342 1.2353 -2.4809
H -1.6748 -2.5498 0.2779
H -1.6323 -4.7788 -0.7950
H -1.2378 -4.9779 -3.2253
H -0.8606 -2.9676 -4.6023
H -0.8920 -0.7254 -3.5503
N 2.0651 -3.1628 0.0707
C 1.6924 -2.0910 0.2731
H 2.3772 -4.1105 -0.0428

Summary:
- gap between HOMO and LUMO (alpha / beta) (eV) = 7.69 / 8.89
- total charge = +2
- E_LUMO (alpha / beta) (eV) = -5.631 / -5.807
- max |F| (eV/A) = 0.95
- energy relative to the best compared isomer or geometry (same formula, charge and spin) (kJ/mol) = 37.1
- electronic energy (eV) = -71398.375
- 2S+1 = 3
- HOMO (alpha / beta) (eV) = -13.3 / -14.7

=====

Record 2
C19H25NO4 in the gas phase. Source: the OMol25 dataset; level of theory: ωB97M-V/def2-TZVPD.

Positions of all 49 atoms, in Å:
C -4.8987 -1.0359 1.6586
C -5.0618 -0.9432 0.1375
C -6.0424 -2.0033 -0.3620
C -5.5256 0.4584 -0.2652
C -4.4841 1.5084 0.0769
O -4.7794 2.6229 0.4442
C -3.1066 1.0486 -0.1470
C -2.0524 1.9561 -0.0991
C -0.7523 1.5641 -0.3836
O 0.1906 2.5492 -0.3439
C 1.5417 2.2050 -0.4906
C 2.0338 1.3239 0.6701
O 1.2905 1.0257 1.5819
N 3.3293 0.9341 0.6220
C 4.2279 1.1790 -0.4833
C 4.1886 0.0318 -1.5038
C 5.1803 -1.1002 -1.2121
C 5.3946 -1.4223 0.2719
C 4.1341 -1.3671 1.1371
C 3.8143 0.0380 1.6534
C -0.5155 0.2344 -0.7303
C -1.5505 -0.6797 -0.7564
C -2.8533 -0.2957 -0.4584
O -3.8116 -1.2514 -0.4912
H -5.8522 -0.8592 2.1484
H -4.5378 -2.0250 1.9307
H -4.1827 -0.2967 2.0117
H -7.0220 -1.8467 0.0797
H -5.6822 -2.9918 -0.0905
H -6.1267 -1.9537 -1.4446
H -6.4715 0.7056 0.2167
H -5.6734 0.4969 -1.3494
H -2.2608 2.9833 0.1546
H 2.0721 3.1618 -0.4695
H 1.7219 1.7151 -1.4576
H 3.9653 2.1213 -0.9645
H 5.2381 1.2870 -0.0811
H 4.3975 0.4243 -2.5005
H 3.1728 -0.3681 -1.5209
H 4.8260 -1.9964 -1.7256
H 6.1509 -0.8455 -1.6432
H 5.8237 -2.4247 0.3309
H 6.1351 -0.7399 0.6953
H 3.2773 -1.7602 0.5890
H 4.2829 -2.0022 2.0124
H 4.7098 0.4755 2.1087
H 3.0274 -0.0176 2.4082
H 0.4800 -0.1116 -0.9605
H -1.3628 -1.7124 -1.0050

Summary:
- gap between HOMO and LUMO (eV) = 8.45
- total charge = 0
- E_LUMO (eV) = 0.538
- max |F| (eV/A) = 0.66
- energy relative to the best compared isomer or geometry (same formula, charge and spin) (kJ/mol) = 103.4
- electronic energy (eV) = -29789.256
- HOMO (eV) = -7.9
- SMILES = CC1(C)CC(=O)c2cc(OCC(=O)N3CCCCCC3)ccc2O1

=====

Record 3
C19H25NO6 in the gas phase. Source: the OMol25 dataset; level of theory: ωB97M-V/def2-TZVPD.

Positions of all 51 atoms, in Å:
C -3.4474 1.0758 -0.4135
O -2.5452 0.3136 -1.1904
C -1.9246 -0.7423 -0.6039
C -0.9632 -1.3961 -1.3737
C -0.2745 -2.4872 -0.8836
C -0.5141 -2.9549 0.4040
O 0.0769 -4.0510 0.9556
C 1.1479 -4.6512 0.2657
C -1.4700 -2.2923 1.1867
C -1.7382 -2.7246 2.5818
O -2.8167 -3.0550 2.9971
C -0.5128 -2.6276 3.5047
O -0.0678 -1.2708 3.5168
C 0.9048 -0.9038 2.6955
O 1.5446 -1.6393 1.9887
C 1.1089 0.6083 2.7363
N 1.2575 1.1083 1.3905
C 0.1971 1.6409 0.7307
O -0.8434 1.9053 1.3018
C 0.4083 1.9780 -0.7344
C 0.6411 3.4900 -0.8640
C 0.6778 3.8876 -2.3366
C 1.7559 3.1054 -3.0815
C 1.5360 1.6036 -2.9228
C 1.5308 1.2237 -1.4430
C -2.1783 -1.2088 0.6800
H -2.9403 1.5123 0.4513
H -4.3003 0.4739 -0.0874
H -3.7978 1.8693 -1.0716
H -0.7739 -1.0372 -2.3733
H 0.4556 -2.9675 -1.5148
H 1.5011 -5.4512 0.9145
H 1.9566 -3.9342 0.0984
H 0.8244 -5.0791 -0.6884
H -0.7951 -2.8784 4.5285
H 0.2816 -3.2831 3.1367
H 2.0053 0.8380 3.3203
H 0.2354 1.0851 3.1843
H 2.0197 0.7151 0.8615
H -0.5392 1.7454 -1.2320
H 1.5880 3.7526 -0.3854
H -0.1581 4.0252 -0.3488
H 0.8687 4.9590 -2.4241
H -0.2949 3.6819 -2.7884
H 2.7378 3.3710 -2.6821
H 1.7434 3.3731 -4.1398
H 2.3237 1.0553 -3.4440
H 0.5799 1.3266 -3.3717
H 2.5007 1.4971 -1.0181
H 1.3882 0.1457 -1.3350
H -2.9016 -0.7315 1.3206

Summary:
- gap between HOMO and LUMO (eV) = 8.72
- total charge = 0
- E_LUMO (eV) = 0.659
- max |F| (eV/A) = 0.72
- energy relative to the best compared isomer or geometry (same formula, charge and spin) (kJ/mol) = 12.1
- electronic energy (eV) = -33884.225
- HOMO (eV) = -8.1
- SMILES = COc1ccc(OC)c(C(=O)COC(=O)CNC(=O)C2CCCCC2)c1

=====

Record 4
A molecular structure, C19H26AsF4GaN4OS. Source: the OMol25 dataset; level of theory: ωB97M-V/def2-TZVPD.

Positions of all 57 atoms, in Å:
Ga -0.5639 -0.6157 0.4473
C 0.5586 -2.1271 2.7419
N -0.7519 -1.7860 2.1352
C -1.6183 -1.1721 3.1734
C -1.4111 -3.0257 1.5930
C -0.9578 -3.2620 0.1629
N -1.1487 -2.0289 -0.6055
C -2.0318 -1.8914 -1.6713
C -1.8991 -0.7401 -2.4476
F -0.9098 0.1388 -2.0823
C -2.6932 -0.4518 -3.5311
F -2.4802 0.6884 -4.1930
C -3.6857 -1.3293 -3.9206
C -3.8414 -2.4759 -3.1701
F -4.7927 -3.3463 -3.4804
C -3.0482 -2.7565 -2.0644
F -3.3143 -3.8680 -1.3599
H 0.4040 -2.7693 3.6101
H 1.0633 -1.2173 3.0649
H 1.1829 -2.6509 2.0202
H -1.8370 -1.9068 3.9497
H -2.5547 -0.8413 2.7265
H -1.1089 -0.3190 3.6171
H -2.4880 -2.8596 1.6094
H -1.1755 -3.8700 2.2437
H -1.4905 -4.1079 -0.2572
H 0.1065 -3.5300 0.1558
H -4.3225 -1.1264 -4.7693
C -2.0860 4.0633 -0.6274
As -0.5602 3.0976 0.0001
C 0.6027 2.7321 -1.4764
C 0.3832 4.1443 1.2867
S -1.4091 1.3795 1.0565
H -1.7462 4.9918 -1.0854
H -2.7352 4.2808 0.2184
H -2.6164 3.4539 -1.3561
H 0.8852 3.7027 -1.8856
H 0.0828 2.1478 -2.2290
H 1.4946 2.2170 -1.1271
H 0.6528 5.0884 0.8117
H 1.2877 3.6268 1.6063
H -0.2804 4.3326 2.1287
N 5.4390 1.7953 1.3515
C 4.1064 1.8192 1.2140
O 3.3877 2.7121 1.6284
C 3.4636 0.6786 0.4602
C 4.0521 -0.0684 -0.5536
C 3.2882 -1.0036 -1.2410
C 1.9609 -1.1664 -0.9044
N 1.4001 -0.4507 0.0877
C 2.1342 0.4472 0.7530
H 5.8813 2.5558 1.8450
H 6.0007 0.9974 1.1126
H 5.0848 0.0937 -0.8365
H 3.7104 -1.5878 -2.0462
H 1.3025 -1.8554 -1.4192
H 1.6422 1.0229 1.5283

Summary:
- gap between HOMO and LUMO (eV) = 7.21
- total charge = +2
- E_LUMO (eV) = -6.377
- max |F| (eV/A) = 0.18
- energy relative to the best compared isomer or geometry (same formula, charge and spin) (kJ/mol) = 3.2
- electronic energy (eV) = -163040.908
- HOMO (eV) = -13.6